# C43H56BBrN7O3P2Sc

A molecular structure, C43H56BBrN7O3P2Sc (ωB97M-V with the def2-TZVPD basis set, the OMol25 dataset).

For the energy above the lowest of the compared OMol25 structures with the same formula, charge and spin, the calculation gives 25.4 kcal/mol. The total charge is -1. For the total energy, the calculation gives -172077.09099 eV. As for the expectation value of S²: 0.765. The frontier orbital gap (spin up / spin down) comes out at 4.35 / 6.60 eV. Its spin multiplicity is 2. For the HOMO energy (spin up / spin down), the calculation gives -2.12 / -4.38 eV. The LUMO energy (spin up / spin down) is 0.0818 / 0.0818 Ha. The calculation puts the molar mass at 916.59 g/mol. The value obtained for the max |F| is 0.568 eV Å⁻¹.

Cartesian coordinates (Å):
Sc1 -0.0371 -0.2926 -0.0945
C1 1.1929 3.9802 5.0829
C2 0.0937 3.2397 4.3100
C3 -0.5025 2.0675 5.0981
P1 0.3679 2.7217 2.5380
C4 1.0777 4.2515 1.7378
C5 0.0979 5.4158 1.8681
C6 2.4973 4.6799 2.1072
C7 1.8209 1.6186 2.5172
C8 2.4796 1.1871 3.6721
C9 3.5800 0.3471 3.6313
C10 4.2271 -0.1466 4.8965
C11 4.0441 -0.0589 2.3831
C12 3.3851 0.3253 1.2345
C13 2.2504 1.1412 1.2702
N1 1.4905 1.4008 0.0886
C14 2.1290 2.1114 -0.9026
C15 3.4420 2.6313 -0.7445
C16 4.0897 3.3445 -1.7327
C17 3.4932 3.6180 -2.9598
C18 4.1939 4.3988 -4.0397
C19 2.1969 3.1539 -3.1170
C20 1.5066 2.4254 -2.1491
P2 -0.2534 2.0376 -2.4087
C21 -0.4165 1.4198 -4.1794
C22 0.7488 0.6218 -4.7761
C23 -1.6973 0.5890 -4.2862
C24 -0.8986 3.7677 -2.6883
C25 -2.3901 3.7542 -3.0194
C26 -0.6412 4.6441 -1.4688
H1 0.9545 3.9927 6.1512
H2 1.2673 5.0179 4.7571
H3 2.1803 3.5355 4.9680
H4 -0.7274 3.9547 4.1739
H5 0.1695 1.2107 5.1655
H6 -1.4152 1.7080 4.6210
H7 -0.7449 2.3861 6.1164
H8 1.0968 3.9469 0.6905
H9 0.0940 5.8183 2.8849
H10 -0.9249 5.1163 1.6246
H11 0.3782 6.2307 1.1946
H12 2.5386 5.1488 3.0906
H13 2.8687 5.4065 1.3774
H14 3.1830 3.8331 2.1089
H15 2.1169 1.4936 4.6434
H16 3.6776 0.1968 5.7739
H17 5.2602 0.1987 4.9858
H18 4.2413 -1.2384 4.9197
H19 4.8830 -0.7419 2.3106
H20 3.7140 -0.0652 0.2803
H21 3.9607 2.4713 0.1887
H22 5.0950 3.7064 -1.5351
H23 5.2444 4.5535 -3.7882
H24 3.7441 5.3846 -4.1870
H25 4.1574 3.8798 -5.0005
H26 1.6843 3.3752 -4.0506
H27 -0.5396 2.3262 -4.7836
H28 0.6536 -0.4336 -4.5220
H29 1.7268 0.9629 -4.4399
H30 0.7232 0.6949 -5.8674
H31 -1.6028 -0.3159 -3.6868
H32 -1.8769 0.2971 -5.3268
H33 -2.5815 1.1160 -3.9235
H34 -0.3518 4.1899 -3.5400
H35 -2.9610 3.2979 -2.2054
H36 -2.6103 3.2000 -3.9330
H37 -2.7536 4.7766 -3.1606
H38 -1.1875 4.2665 -0.5997
H39 -0.9838 5.6668 -1.6543
H40 0.4187 4.6821 -1.2176
Br1 -2.6867 -0.2213 2.9280
C27 -0.9498 -0.9939 3.1929
C28 -0.7231 -1.4483 4.4614
C29 0.5182 -2.0997 4.7338
C30 1.3511 -2.3200 3.6729
C31 1.0253 -1.8500 2.3967
N2 -0.1213 -1.0636 2.1393
C32 1.8773 -2.1581 1.2682
O1 2.8544 -2.9143 1.3064
O2 1.5080 -1.5532 0.1537
H41 -1.4842 -1.3252 5.2165
H42 0.7569 -2.4437 5.7317
H43 2.2828 -2.8644 3.7637
B1 -3.4230 -1.4465 -1.2056
N3 -3.3421 -0.0729 -0.4751
C33 -4.3548 0.7687 -0.2593
C34 -3.8483 1.9604 0.2422
C35 -2.4763 1.7418 0.2976
N4 -2.1810 0.5166 -0.1388
N5 -2.5607 -2.4820 -0.4466
C36 -2.9470 -3.6935 -0.0325
C37 -1.8252 -4.4156 0.3326
C38 -0.7668 -3.5357 0.1044
N6 -1.2161 -2.3718 -0.3721
H44 -3.0103 -1.3323 -2.3373
H45 -4.5770 -1.8072 -1.1725
H46 -5.3631 0.4608 -0.4819
H47 -4.3936 2.8383 0.5441
H48 -1.6897 2.3789 0.6707
H49 -3.9926 -3.9526 -0.0377
H50 -1.7802 -5.4144 0.7312
H51 0.2867 -3.6823 0.2776
O3 0.5150 -0.6447 -2.0953
N7 1.4464 -1.5312 -2.3838
C39 2.7308 -1.1615 -2.3012
C40 3.7242 -2.0829 -2.5443
C41 3.3830 -3.3876 -2.8563
C42 2.0445 -3.7349 -2.9355
C43 1.0808 -2.7813 -2.6918
H52 2.8856 -0.1292 -2.0198
H53 4.7541 -1.7696 -2.4555
H54 4.1518 -4.1296 -3.0229
H55 1.7307 -4.7433 -3.1619
H56 0.0146 -2.9488 -2.6789

Atomic partial charges in e from the Löwdin method, atoms 1 to 8: 0.968 -0.116 -0.545 -0.138 1.119 -0.545 -0.138 -0.101

# C43H56BiCl3N3O7P2

A molecular structure, C43H56BiCl3N3O7P2 (ωB97M-V with the def2-TZVPD basis set, the OMol25 dataset).

For the energy above the lowest of the compared OMol25 structures with the same formula, charge and spin, the calculation gives 0.0 kcal/mol. The total charge is -1. For the total energy, the calculation gives -126296.38019 eV. The frontier orbital gap comes out at 6.97 eV. For the HOMO energy, the calculation gives -4.52 eV. The LUMO energy is 0.0900 Ha. The calculation puts the molar mass at 1104.22 g/mol. The value obtained for the max |F| is 0.653 eV Å⁻¹.

Cartesian coordinates (Å):
Bi1 -0.2689 -0.4397 0.2858
C1 -0.6442 3.7729 -2.9417
C2 -0.0505 2.6635 -2.0717
C3 1.2172 3.1545 -1.3594
P1 -1.1900 1.8716 -0.8367
C4 -2.8886 2.0179 -1.5481
C5 -3.9557 1.6186 -0.5264
C6 -3.0076 1.1643 -2.8189
C7 -1.1885 2.9718 0.6034
C8 -1.6040 4.3026 0.4694
C9 -1.6163 5.1947 1.5227
C10 -2.0325 6.6343 1.3485
C11 -1.2000 4.7059 2.7668
C12 -0.7971 3.4027 2.9377
C13 -0.7588 2.4794 1.8595
N1 -0.2674 1.2083 2.0035
C14 -0.2982 0.5473 3.2422
C15 -1.3685 0.6586 4.1348
C16 -1.4106 -0.1040 5.2902
C17 -0.4027 -1.0111 5.6005
C18 -0.4648 -1.8621 6.8447
C19 0.6596 -1.1279 4.7121
C20 0.7367 -0.3700 3.5507
P2 2.0431 -0.4694 2.2711
C21 2.7848 -2.1463 2.5526
C22 4.0702 -2.2829 1.7342
C23 1.7633 -3.2080 2.1291
C24 3.3365 0.6872 2.9422
C25 2.8210 2.1269 2.8369
C26 3.8083 0.3742 4.3573
H1 0.0996 4.0534 -3.6932
H2 -0.8703 4.6687 -2.3603
H3 -1.5463 3.4631 -3.4692
H4 0.2194 1.8336 -2.7216
H5 1.0145 4.0694 -0.8000
H6 1.9955 3.3650 -2.0990
H7 1.6104 2.4155 -0.6574
H8 -3.0043 3.0784 -1.7890
H9 -3.9041 0.5510 -0.3149
H10 -4.9446 1.8524 -0.9307
H11 -3.8349 2.1494 0.4200
H12 -2.7757 0.1228 -2.5905
H13 -2.3247 1.4866 -3.6085
H14 -4.0301 1.2224 -3.2036
H15 -1.9528 4.6463 -0.4985
H16 -2.3873 6.8187 0.3333
H17 -1.1929 7.3095 1.5359
H18 -2.8324 6.9084 2.0417
H19 -1.1985 5.3767 3.6222
H20 -0.4851 3.0670 3.9185
H21 -2.1946 1.3144 3.8903
H22 -2.2669 -0.0137 5.9520
H23 -1.3734 -1.6578 7.4119
H24 0.3894 -1.6723 7.5001
H25 -0.4534 -2.9255 6.5939
H26 1.4393 -1.8511 4.9357
H27 3.0267 -2.2765 3.6110
H28 3.8698 -2.1018 0.6735
H29 4.4731 -3.2949 1.8350
H30 4.8415 -1.5775 2.0538
H31 1.5522 -3.1405 1.0549
H32 0.8095 -3.1007 2.6486
H33 2.1527 -4.2120 2.3256
H34 4.1702 0.5779 2.2423
H35 1.9946 2.2893 3.5346
H36 2.4607 2.3447 1.8291
H37 3.6182 2.8342 3.0833
H38 2.9672 0.3693 5.0544
H39 4.5119 1.1455 4.6858
H40 4.3178 -0.5902 4.4228
Cl1 -4.5561 -6.1527 -5.1187
C27 -3.6358 -5.0919 -4.0787
C28 -2.2573 -5.2224 -4.0265
C29 -1.5350 -4.3824 -3.1908
C30 -2.1794 -3.4153 -2.4322
C31 -3.5616 -3.2960 -2.5050
C32 -4.3000 -4.1401 -3.3236
C33 -1.3846 -2.5114 -1.5228
O1 -0.2181 -2.8335 -1.2207
O2 -1.9668 -1.4462 -1.1419
H41 -1.7629 -5.9754 -4.6257
H42 -0.4588 -4.4765 -3.1117
H43 -4.0505 -2.5359 -1.9072
H44 -5.3785 -4.0608 -3.3754
Cl2 -4.7143 -0.6926 3.3360
C34 -3.7898 -1.9966 2.5619
Cl3 -4.7576 -2.7662 1.2724
C35 -2.4630 -1.5169 1.9333
O3 -1.5013 -2.2932 2.0246
O4 -2.4738 -0.4036 1.3451
H45 -3.5935 -2.7515 3.3073
C36 2.5150 -3.1605 -2.4865
C37 2.0821 -2.5485 -3.8199
C38 2.0930 -0.9960 -3.8984
C39 1.6248 -0.5784 -5.2973
C40 1.6441 0.9329 -5.5280
C41 3.5187 -0.5490 -3.6842
O5 4.3828 -0.6421 -4.5367
N2 3.7926 -0.0583 -2.4412
C42 2.8830 0.1420 -1.3791
O6 3.3737 0.5114 -0.3207
N3 1.5566 -0.0776 -1.6034
C43 1.1216 -0.4511 -2.8461
O7 -0.0653 -0.3851 -3.1312
H46 2.5723 -4.2467 -2.5789
H47 1.7913 -2.9330 -1.7032
H48 3.5019 -2.8047 -2.1784
H49 1.0584 -2.8573 -4.0441
H50 2.7301 -2.9028 -4.6237
H51 0.6116 -0.9565 -5.4244
H52 2.2759 -1.0645 -6.0248
H53 0.9399 1.4393 -4.8625
H54 1.3551 1.1639 -6.5549
H55 2.6441 1.3411 -5.3630
H56 4.7474 0.1876 -2.2356

Atomic partial charges in e from the Löwdin method, atoms 1 to 8: 1.895 -0.103 -0.514 -0.103 1.042 -0.516 -0.103 -0.105